Molecular formula: C5H9IO
Method: DFT, the ωB97M-V functional and the def2-TZVPD basis

Properties
* spin multiplicity: 3
* molecular weight: 212.03 g mol⁻¹
* total energy: -15473.91640 eV
* LUMO energy (alpha / beta): 0.022 / -0.034 hartree
* strongest force on any atom: 3.5 eV Å⁻¹
* gap between HOMO and LUMO (alpha / beta): 5.606 / 8.546 eV
* relative energy (zero: lowest compared OMol25 entry of this formula, charge and spin): 0.0 kJ/mol
* ⟨S²⟩: 2.010

CARTESIAN COORDINATES (ANGSTROEM)
C -2.5913 1.3650 0.1438
C -1.1427 0.9566 -0.0835
C -0.0886 2.0304 -0.0314
C 0.2389 -2.3387 0.0855
C 0.3143 -0.8530 -0.0195
O -0.9274 -0.3099 -0.3499
I -4.0826 -0.0886 0.0801
H -2.7497 2.4356 0.2410
H 0.5585 1.7741 -0.8958
H 0.5508 1.8550 0.7915
H -0.5664 2.9613 0.0740
H -0.5669 -2.6708 0.7191
H 0.1370 -2.7363 -1.0140
H 1.2460 -2.6102 0.4302
H 1.0604 -0.6620 -0.8490
H 0.5298 -0.4843 1.0362

Population analysis type natural (NBO), resulting atomic charges in e:
1 C -0.368
2 C 0.196
3 C -0.682
4 C -0.615
5 C -0.072
6 O -0.488
7 I 0.188
8 H 0.191
9 H 0.218
10 H 0.211
11 H 0.225
12 H 0.221
13 H 0.205
14 H 0.215
15 H 0.179
16 H 0.175

Molecular formula: C3H3N5O
Method: DFT, the ωB97M-V functional and the def2-TZVPD basis

Properties
* spin multiplicity: 1
* molecular weight: 125.09 g mol⁻¹
* total energy: -12652.05418 eV
* LUMO energy: -0.053 hartree
* strongest force on any atom: 4.0 eV Å⁻¹
* gap between HOMO and LUMO: 8.670 eV
* relative energy (zero: lowest compared OMol25 entry of this formula, charge and spin): 383.9 kJ/mol

CARTESIAN COORDINATES (ANGSTROEM)
H 0.2385 2.2663 -2.4554
N 0.8953 2.3683 -1.6992
C 0.6609 1.4932 -0.7673
N -0.4771 0.7318 -0.8316
C -0.5208 -0.2547 -0.0390
C 0.5153 -0.8358 0.6863
N 0.3709 -1.7401 1.6076
O -0.8413 -2.2634 1.8038
N -1.9180 -1.8242 0.9845
N -1.7848 -0.9760 0.0956
H 1.3759 1.4941 0.0888
H 1.4853 -0.4594 0.5257

Population analysis type natural (NBO), resulting atomic charges in e:
1 H 0.340
2 N -0.567
3 C 0.193
4 N -0.415
5 C 0.307
6 C -0.083
7 N -0.003
8 O -0.182
9 N 0.177
10 N -0.149
11 H 0.165
12 H 0.218

Molecular formula: C2H6NOS
Method: DFT, the ωB97M-V functional and the def2-TZVPD basis

Properties
* spin multiplicity: 1
* molecular weight: 92.14 g mol⁻¹
* total energy: -16544.50486 eV
* LUMO energy: 0.157 hartree
* charge: -1
* strongest force on any atom: 4.4 eV Å⁻¹
* gap between HOMO and LUMO: 7.295 eV
* relative energy (zero: lowest compared OMol25 entry of this formula, charge and spin): 176.1 kJ/mol

CARTESIAN COORDINATES (ANGSTROEM)
C 0.4644 2.4629 -1.3843
S 0.3886 0.6609 -0.6727
H -0.0817 3.2460 -0.8337
H -0.0893 2.3527 -2.4053
H 1.4527 2.7651 -1.6220
C -0.1747 -2.4361 1.0066
N -0.7544 -1.2439 1.2533
O -0.1115 -3.5475 1.5926
H 0.4950 -2.4674 0.0438
H -1.3027 -1.4420 2.1574
H -0.2865 -0.3505 0.8643

Population analysis type natural (NBO), resulting atomic charges in e:
1 C -0.698
2 S -0.710
3 H 0.176
4 H 0.179
5 H 0.176
6 C 0.524
7 N -0.863
8 O -0.697
9 H 0.098
10 H 0.372
11 H 0.442

Repeat the second record exactly.
Molecular formula: C3H3N5O
Method: DFT, the ωB97M-V functional and the def2-TZVPD basis

Properties
* spin multiplicity: 1
* molecular weight: 125.09 g mol⁻¹
* total energy: -12652.05418 eV
* LUMO energy: -0.053 hartree
* strongest force on any atom: 4.0 eV Å⁻¹
* gap between HOMO and LUMO: 8.670 eV
* relative energy (zero: lowest compared OMol25 entry of this formula, charge and spin): 383.9 kJ/mol

CARTESIAN COORDINATES (ANGSTROEM)
H 0.2385 2.2663 -2.4554
N 0.8953 2.3683 -1.6992
C 0.6609 1.4932 -0.7673
N -0.4771 0.7318 -0.8316
C -0.5208 -0.2547 -0.0390
C 0.5153 -0.8358 0.6863
N 0.3709 -1.7401 1.6076
O -0.8413 -2.2634 1.8038
N -1.9180 -1.8242 0.9845
N -1.7848 -0.9760 0.0956
H 1.3759 1.4941 0.0888
H 1.4853 -0.4594 0.5257

Population analysis type natural (NBO), resulting atomic charges in e:
1 H 0.340
2 N -0.567
3 C 0.193
4 N -0.415
5 C 0.307
6 C -0.083
7 N -0.003
8 O -0.182
9 N 0.177
10 N -0.149
11 H 0.165
12 H 0.218